Here is a 11-piece molecular cluster, C35H41F6IO36S overall in a non-equilibrium geometry from OMol25. Energies are from wB97M-V/def2-TZVPD.

Properties
E_HOMO ... -9.62 eV
Gap between HOMO and LUMO ... 8.512 eV
Max |F| ... 0.0419 Eh/bohr
LUMO level ... -1.106 eV

Geometry as XYZ:
```
120
C35H41F6IO36S wB97M-V/def2-TZVPD
H -3.154 5.859 2.049
H 2.833 -1.039 -0.379
O 6.250 6.992 3.297
O 0.205 -7.146 -0.307
F 1.846 1.801 -0.073
C 6.747 7.898 2.711
C -5.374 0.904 -1.097
H -6.028 0.855 -1.970
O -0.409 0.876 1.090
H -1.447 4.940 0.598
O 5.038 -7.432 -1.678
C 5.297 -7.224 -6.683
O 7.977 7.873 2.152
C 3.625 6.867 1.315
H -3.809 6.408 0.494
F 4.568 0.126 2.477
O -7.675 -2.886 3.879
C -0.922 3.312 -5.066
O -0.561 -5.389 0.868
H -5.521 1.853 -0.601
O -0.708 1.973 -5.054
C 7.064 -8.628 -6.592
O 4.619 5.942 -0.540
C -1.902 2.540 -3.183
O -4.606 -1.226 -0.700
H -4.770 -3.322 5.193
C -2.473 4.688 0.342
O -6.365 -2.009 5.449
C -4.094 3.370 1.192
O -1.509 3.712 -3.910
C -5.857 -3.327 5.206
H 7.864 8.781 0.304
H 5.169 -7.958 -4.639
H 3.637 -8.425 0.547
O 3.293 -7.125 -3.055
F 4.166 0.627 0.412
F 1.783 3.510 1.245
H -8.777 -0.861 2.305
O -2.645 -1.009 -1.779
H -2.947 2.320 -3.400
H -10.352 0.925 2.710
H 9.138 9.412 1.367
O -4.714 2.393 1.464
O -4.586 4.624 1.231
O 6.703 -7.360 -6.913
C 3.744 -7.182 -1.955
H 1.227 -5.748 -2.522
C -8.440 1.939 0.927
O -0.430 -5.301 -1.375
C -3.664 -0.546 -1.378
H 6.652 10.658 1.232
C 2.847 1.620 2.111
C 3.578 0.359 1.592
H -9.139 1.360 3.928
H -5.849 -3.334 3.027
O -8.980 2.343 2.095
O 3.023 -7.010 -0.823
O -4.009 0.751 -1.520
H 2.578 6.556 1.297
O -0.246 2.622 2.509
H -0.710 -8.038 -1.919
H 1.062 -8.088 -1.956
H -7.396 0.137 2.794
H -1.786 2.693 -2.113
C 5.031 -8.307 -5.662
O 8.122 -9.105 -6.825
C -3.496 5.538 1.064
C 0.252 1.885 1.691
H 5.060 -6.228 -6.319
O -8.210 2.645 0.001
C 8.117 9.041 1.333
O -0.836 -0.351 3.242
H 5.624 -6.191 -0.139
H 4.043 -8.750 -5.754
C 4.298 7.228 -0.813
H -5.249 -0.028 0.854
H 5.564 5.890 1.293
H -6.694 -4.718 3.745
F 2.387 1.425 3.345
H 3.863 7.266 2.297
C 7.115 9.990 1.954
H -0.324 -6.093 -3.302
O -8.245 -0.936 4.842
F 3.805 2.555 2.184
C 5.246 -7.205 -0.278
C -5.541 -0.270 -0.168
C 1.696 2.176 1.209
C 3.854 -7.389 0.285
H -6.202 -3.988 6.002
O 2.757 -1.626 0.383
O 4.418 7.742 -1.875
H 3.653 -6.756 1.145
O 3.835 7.855 0.296
C -0.966 1.487 -3.730
H -2.591 4.725 -0.743
C -8.365 0.141 2.299
O -8.188 0.608 0.950
C 0.202 -7.480 -1.701
H 4.200 4.774 1.138
C -9.303 1.177 2.872
C 0.219 -6.121 -2.361
S -1.593 0.156 2.141
H 4.768 -7.395 -7.623
C 4.564 5.765 0.885
H -1.411 0.496 -3.757
H 5.967 -7.912 0.122
C 2.772 -0.942 1.537
C -6.468 -3.663 3.863
O -2.068 -1.062 1.207
O -2.799 3.369 0.800
C -0.290 -5.898 -0.173
I -0.540 -2.319 0.738
H -6.547 -0.670 -0.169
O 6.048 -9.270 -5.967
C -7.501 -1.858 4.739
O 2.245 -1.356 2.545
H 7.543 10.580 2.766
O -0.638 4.033 -5.961
H -0.023 1.439 -3.181
O 6.146 9.089 2.501
```